{"formula": "C38H78O25S4", "method": "ωB97M-V with the def2-TZVPD basis set", "elements": ["S", "S", "S", "S", "O", "O", "O", "O", "O", "O", "O", "O", "O", "O", "O", "O", "O", "O", "O", "O", "O", "O", "O", "O", "O", "O", "O", "O", "O", "C", "C", "C", "C", "C", "C", "C", "C", "C", "C", "C", "C", "C", "C", "C", "C", "C", "C", "C", "C", "C", "C", "C", "C", "C", "C", "C", "C", "C", "C", "C", "C", "C", "C", "C", "C", "C", "C", "H", "H", "H", "H", "H", "H", "H", "H", "H", "H", "H", "H", "H", "H", "H", "H", "H", "H", "H", "H", "H", "H", "H", "H", "H", "H", "H", "H", "H", "H", "H", "H", "H", "H", "H", "H", "H", "H", "H", "H", "H", "H", "H", "H", "H", "H", "H", "H", "H", "H", "H", "H", "H", "H", "H", "H", "H", "H", "H", "H", "H", "H", "H", "H", "H", "H", "H", "H", "H", "H", "H", "H", "H", "H", "H", "H", "H", "H"], "coordinates": [[13.107082, 19.514457, 15.895654], [10.419091, 12.736277, 15.632339], [14.990601, 15.214453, 17.255084], [12.840493, 9.911305, 18.972894], [15.789325, 16.138517, 16.382001], [14.836999, 13.778558, 11.995262], [11.907802, 19.351299, 16.695253], [8.764794, 17.557277, 13.088431], [14.129625, 15.079838, 20.106393], [15.109726, 10.388988, 11.440120], [9.094993, 16.614738, 20.169350], [12.220229, 8.646267, 18.672018], [15.029746, 11.305332, 13.590075], [16.712888, 9.309271, 15.074016], [11.555339, 12.926518, 16.556326], [17.764777, 11.086878, 15.775446], [18.944992, 9.487192, 14.591942], [15.545741, 14.341724, 9.929196], [9.216617, 16.319251, 22.257706], [7.812258, 16.885461, 14.962133], [13.405412, 13.332258, 21.419860], [11.999183, 11.001782, 19.366445], [15.606196, 15.817394, 11.471930], [16.921335, 11.178101, 12.555287], [10.629597, 17.864320, 21.259473], [11.934591, 14.686372, 20.195555], [10.643140, 12.795439, 14.194504], [13.072073, 18.957637, 14.554938], [7.956958, 15.435082, 13.373002], [7.305814, 14.768663, 11.265428], [14.451940, 21.364993, 17.298314], [13.418419, 21.298389, 16.101674], [8.880073, 15.458910, 24.352897], [17.684833, 11.286548, 11.379875], [13.149024, 14.264957, 20.685401], [15.447883, 10.183832, 18.214308], [13.585883, 11.243262, 13.581454], [15.105758, 16.357604, 12.748307], [9.048527, 13.754935, 15.957765], [8.164647, 16.659480, 13.842709], [12.983401, 9.853105, 13.820388], [9.667562, 17.188023, 18.974624], [15.384810, 20.188879, 17.082021], [15.282221, 9.169002, 19.362720], [15.552872, 10.861868, 12.458765], [17.923996, 9.983832, 15.086922], [18.566884, 13.014439, 14.399090], [14.056722, 9.620360, 20.172201], [8.999727, 18.876654, 13.661368], [8.830997, 11.704194, 17.299485], [18.844491, 12.103317, 15.632613], [9.785856, 16.357744, 23.550919], [8.317309, 13.130312, 17.141661], [9.598066, 11.232977, 16.106683], [14.495772, 18.964125, 16.813922], [15.380268, 15.024071, 20.686814], [16.050434, 13.701340, 20.342506], [15.329436, 17.851635, 12.616582], [8.543885, 14.922922, 12.123210], [13.238846, 15.696073, 17.161953], [13.985920, 10.334182, 17.636714], [10.841947, 13.777309, 20.578469], [14.742617, 13.751763, 16.312726], [9.751311, 17.022677, 21.259586], [15.062769, 13.048933, 9.477768], [15.243425, 14.568806, 11.190710], [16.787537, 7.991750, 14.549104], [15.468815, 12.909590, 8.498022], [18.578116, 12.392353, 13.553462], [17.801323, 7.530835, 14.825815], [6.651960, 14.084477, 11.796539], [10.333305, 10.522424, 16.391097], [13.399794, 9.446356, 14.779950], [18.602093, 10.728034, 11.560474], [13.079082, 15.929963, 16.086798], [9.561297, 18.775879, 14.535586], [10.505646, 14.088883, 21.564488], [14.957027, 18.090993, 16.322116], [15.598144, 15.818406, 13.546269], [8.411549, 13.839645, 15.054123], [15.960603, 15.869666, 20.232153], [9.188734, 15.224851, 25.362743], [8.977712, 13.997367, 12.420967], [14.401027, 13.759613, 15.260049], [13.339412, 11.951385, 14.353460], [16.610903, 7.963971, 13.508692], [14.053969, 16.048604, 12.779544], [15.985633, 7.414336, 15.002716], [13.951245, 13.267167, 16.878760], [9.311111, 15.649463, 11.774318], [14.949201, 18.107443, 11.616242], [14.777010, 18.398645, 13.346098], [15.908624, 13.453622, 19.300453], [10.805475, 16.026185, 23.614313], [15.127432, 8.184436, 19.032764], [16.007096, 9.731992, 17.386911], [8.996617, 10.836903, 15.311418], [11.895531, 9.958661, 13.861601], [14.209603, 10.588021, 20.713025], [13.294373, 9.035147, 13.090909], [13.924613, 11.356857, 17.258302], [16.128978, 9.265366, 20.060359], [17.557950, 13.443736, 14.506679], [13.122973, 11.702359, 12.690015], [9.289907, 16.589387, 18.116538], [18.860796, 12.642871, 16.542015], [8.730815, 14.471418, 23.857310], [15.857475, 11.096693, 18.600237], [7.242746, 13.131290, 16.935057], [15.306138, 14.968096, 21.763391], [9.841438, 17.393811, 23.926896], [13.972921, 13.013297, 9.513863], [10.117029, 13.923952, 19.784011], [9.394237, 14.742620, 16.157306], [13.764600, 9.628575, 16.836666], [10.737097, 17.408074, 18.993112], [15.456595, 12.227689, 10.127037], [12.430436, 21.668518, 16.314954], [15.984977, 20.451659, 16.235057], [15.656611, 13.139520, 16.399673], [14.096877, 18.540983, 17.694836], [16.435398, 18.154356, 12.583628], [7.891914, 15.850358, 24.560085], [13.637861, 8.791084, 20.813889], [13.897667, 21.264679, 18.296900], [8.050734, 11.003744, 17.523711], [19.787141, 11.633808, 15.390105], [11.199090, 12.770428, 20.620166], [16.075699, 20.108310, 17.942897], [9.296055, 18.193542, 18.888270], [8.033969, 19.376032, 13.841690], [18.002562, 12.299998, 11.104180], [9.465732, 11.810081, 18.170955], [19.238477, 13.815225, 14.222364], [13.009364, 16.515699, 17.817189], [9.553647, 19.478617, 12.936051], [7.584412, 14.473550, 10.251919], [14.924914, 22.325838, 17.370400], [8.502140, 13.723899, 18.021873], [15.547496, 12.960992, 20.944187], [12.743723, 14.863315, 17.603010], [13.830954, 21.741503, 15.206743], [17.152322, 10.923472, 10.491702], [17.106339, 13.637653, 20.577302], [6.831945, 15.736256, 11.259349]], "forces_ev_per_angstrom": [[-1.215, 0.525, 0.130], [1.465, -0.543, -1.047], [-0.026, 0.877, -0.952], [-0.097, 0.103, -0.636], [-0.001, 0.245, 0.221], [-0.817, -0.646, 0.242], [-0.012, -0.504, 0.044], [0.544, 0.196, -1.533], [-3.653, -0.548, 0.468], [-0.743, 0.064, 1.360], [1.120, 0.192, -0.551], [-0.083, -0.212, -0.425], [-0.927, -1.114, -1.273], [1.186, 0.995, 0.248], [-1.574, 0.031, -1.057], [0.948, 1.249, -0.324], [-1.964, 1.794, 1.042], [-0.578, -1.000, -0.862], [0.484, 0.174, -0.298], [-0.491, 0.474, 1.254], [-0.988, 1.382, -0.617], [-0.454, 0.679, -0.039], [-0.328, 0.192, 0.147], [-1.618, 0.002, 0.540], [-0.845, -1.035, 0.860], [1.701, -1.410, 1.050], [0.494, -0.138, 0.523], [0.306, 0.741, 0.500], [0.915, -0.022, -0.629], [1.048, 0.082, -0.163], [-2.499, -0.463, 0.796], [1.019, -0.409, 0.478], [-0.623, -1.151, 0.498], [0.413, -0.450, -1.008], [0.591, 0.638, -1.099], [-1.826, -2.189, -0.700], [-0.958, 0.038, -0.297], [0.084, -0.527, -1.000], [-1.121, 0.559, 0.024], [0.013, -0.054, 1.091], [1.539, -1.015, 0.451], [-0.774, 0.382, -0.890], [0.038, 0.178, 0.767], [0.611, 2.233, 1.567], [3.050, 1.344, -1.099], [0.642, -2.790, -1.147], [-1.812, -0.559, 1.890], [0.251, -0.518, 1.196], [-1.354, 0.041, -1.282], [-0.216, 0.171, 1.380], [-0.265, 0.091, -2.202], [-0.502, 0.808, 1.159], [-0.854, 0.274, -1.015], [0.390, 0.640, 0.216], [1.572, -0.531, -0.619], [2.387, -0.678, -0.498], [0.025, -0.346, 0.045], [1.437, -0.233, -1.061], [-0.697, 1.714, 0.480], [1.139, 0.480, -0.579], [1.035, 0.755, 0.106], [0.569, 1.021, -0.138], [0.079, -1.632, 0.017], [0.300, 0.437, -0.472], [0.639, -0.604, 1.153], [1.346, 1.112, 0.795], [1.437, -1.084, 1.639], [-0.040, 0.109, -0.639], [-0.071, -0.697, -1.120], [-1.568, 0.559, -0.635], [-0.163, -0.287, -0.414], [0.788, -0.708, 0.121], [-0.710, 0.449, -0.525], [-0.036, -0.233, -0.232], [-0.396, -0.338, 0.759], [0.750, -0.106, 1.478], [-0.369, 0.008, -0.132], [0.147, 0.590, -0.166], [0.326, 0.282, 0.350], [0.626, -0.337, 0.405], [-0.612, -0.515, 0.917], [0.864, 0.073, 0.183], [0.575, -0.689, -0.001], [0.322, 0.782, 0.461], [-0.352, -0.112, 0.631], [0.178, 0.213, -1.330], [0.031, 0.515, 0.192], [-0.026, 0.087, 0.281], [-0.073, -0.397, -0.017], [-0.595, -0.644, 0.018], [-0.044, 0.146, 0.338], [-0.143, 0.359, 0.526], [0.035, -0.008, -0.357], [0.585, -0.511, -0.610], [0.056, -1.357, -0.511], [0.414, 0.549, 0.403], [-0.326, 0.085, -0.541], [0.188, -0.199, 0.038], [-0.032, -0.894, -0.233], [-0.551, 1.457, 0.391], [-0.816, -0.268, 0.150], [-0.018, -0.582, -0.424], [0.271, -0.094, -0.222], [0.813, -0.285, -0.027], [0.549, 0.361, 0.683], [-0.022, 0.317, 0.959], [0.232, 0.751, 0.129], [0.146, 0.562, -0.153], [0.146, 0.202, 0.104], [0.008, 1.015, 0.435], [-0.393, -0.275, -0.135], [0.125, 0.075, -0.166], [-0.240, -0.047, 0.279], [0.352, 0.854, 0.156], [0.193, 0.014, 0.085], [0.039, -1.092, 0.207], [-0.453, 0.859, -0.517], [-0.190, 0.382, 0.071], [0.512, -0.265, -0.726], [-0.279, 0.207, -0.185], [-0.539, -0.104, 1.293], [-1.509, -0.633, 0.370], [-0.305, 0.454, -0.605], [0.517, 1.127, -0.370], [0.541, -0.083, -1.399], [-0.458, -0.281, 0.300], [0.149, -0.570, 0.640], [0.171, -0.552, -0.150], [-0.433, -0.439, -0.431], [-0.647, 0.443, -0.250], [0.376, -0.344, 0.132], [-0.409, 0.242, 0.686], [0.488, -0.853, 0.099], [0.979, 0.661, 0.393], [0.191, 0.659, 0.101], [-0.065, -0.532, -0.096], [-0.398, -0.238, 0.068], [0.435, 0.405, -0.324], [-0.103, 0.027, 0.407], [0.011, -0.477, -0.011], [-0.854, -0.740, -0.276], [0.116, 0.072, -0.292], [0.157, -0.350, 0.399], [0.253, 0.355, 0.055], [-0.316, 0.325, -0.337]], "orbital_gap_ev": 9.347, "e_tot_ha": -4968.3760, "lumo_ev": 0.5, "charge": 0, "de_lowest_ev": 0.000}